1.
Molecular formula: C3H6O
Method: DFT, ωB97M-V/def2-TZVPD

```
! wB97M-V def2-TZVPD RIJCOSX def2/J DEFGRID3
* xyz 0 1
C 0.824 -0.955 0.145
C -0.030 -0.038 -0.639
O 0.049 0.023 -1.849
C -0.832 0.882 0.217
H 0.871 -1.972 -0.271
H 1.583 -0.140 -0.066
H 0.716 -0.980 1.230
H -0.902 1.861 -0.242
H -1.800 0.378 0.222
H -0.479 0.940 1.253
*
```

Computed properties:
Structure (SMILES)   CC(C)=O

These are the Mulliken partial charges, in e, on atoms 1 to 2: -0.8582 0.6667


2.
Molecular formula: C7H6N5O2S
Method: DFT, ωB97M-V/def2-TZVPD

```
! wB97M-V def2-TZVPD RIJCOSX def2/J DEFGRID3
* xyz 1 1
C 1.780 -0.077 -1.081
C 2.006 -0.942 -0.008
C -0.358 -0.587 0.764
C -0.495 0.185 -0.383
C 0.593 0.544 -1.224
C 0.921 -1.191 0.921
C -1.771 0.625 -0.827
N -0.235 2.782 1.766
N -0.410 2.517 0.730
N 0.136 1.419 -2.115
N -2.933 0.133 -0.369
N 1.186 -1.994 2.124
O 2.342 -2.085 2.517
O 0.238 -2.534 2.587
S -1.512 1.672 -2.171
H 2.683 0.260 -1.602
H 2.893 -1.515 0.046
H -1.165 -0.853 1.462
H 0.697 1.832 -2.726
H -3.781 0.431 -0.821
H -2.816 -0.622 0.411
*
```

These are the Mulliken partial charges, in e, on atoms 1 to 2: -0.8334 -0.5317


3.
Molecular formula: C4H6O2
Method: DFT, ωB97M-V/def2-TZVPD

```
! wB97M-V def2-TZVPD RIJCOSX def2/J DEFGRID3
* xyz 0 1
C 0.209 1.359 -0.605
C 0.358 0.091 0.202
C -0.843 -0.585 0.850
O -0.290 -1.882 0.507
C 0.565 -1.350 -0.438
O 1.138 -1.980 -1.280
H 0.010 2.239 0.022
H 1.144 1.528 -1.142
H -0.609 1.260 -1.324
H 1.132 0.182 0.977
H -1.785 -0.425 0.310
H -1.028 -0.435 1.920
*
```

Computed properties:
Structure (SMILES)   C[C@H]1COC1=O

These are the Mulliken partial charges, in e, on atoms 1 to 2: -1.3225 0.3219


Calculated relative energy (zero: lowest compared OMol25 entry of this formula, charge and spin), 18.57; 1.27; 20.44 kcal/mol (same order as the records).
Calculated E_LUMO, 0.9; -5.1; 0.8 eV (same order as the records).